DFT (the ωB97M-V functional and the def2-TZVPD basis) results for a structure of composition CH2O2S.

## Properties
Kohn-Sham gap (alpha / beta): 0.3093 / 0.3093 Eh
relative energy (zero: lowest compared OMol25 entry of this formula, charge and spin): 80.5 kcal per mole
highest occupied orbital energy (alpha / beta): -8.62 / -8.62 eV
lowest unoccupied orbital energy (alpha / beta): -0.2 / -0.2 eV

Structure (ORCA input):
```
! RIJCOSX wB97M-V def2-TZVPD def2/J DEFGRID3
* xyz 0 1
C 1.882 0.482 0.324
O 2.971 0.277 -0.030
O 0.327 1.399 -0.307
S -1.066 0.858 0.258
H 1.362 -0.058 1.120
H -1.622 0.524 -0.990
*
```

Results of the Löwdin charge analysis, in e, for atoms 1 through 5: atom 1 (C): -0.065, atom 2 (O): 0.167, atom 3 (O): -0.754, atom 4 (S): 0.664, atom 5 (H): 0.095

DFT (the ωB97M-V functional and the def2-TZVPD basis) results for the ion C5H10N3O with charge +1.

## Properties
Kohn-Sham gap: 0.3968 Eh
relative energy (zero: lowest compared OMol25 entry of this formula, charge and spin): 92.2 kcal per mole
highest occupied orbital energy: -14.55 eV
SMILES string: CO[n+]1cc(C)n(C)n1
lowest unoccupied orbital energy: -3.8 eV

Structure (ORCA input):
```
! RIJCOSX wB97M-V def2-TZVPD def2/J DEFGRID3
* xyz 1 1
C 0.847 -0.647 -1.213
C -0.488 -0.259 -1.034
C -1.653 -0.425 -1.897
C -1.605 0.929 0.884
C 3.292 -0.203 1.411
N 0.617 0.373 0.777
N -0.537 0.298 0.166
N 1.467 -0.236 -0.126
O 2.799 -0.409 0.072
H 1.514 -1.216 -1.887
H -2.569 -1.094 -1.588
H -2.089 0.590 -2.192
H -1.136 -0.795 -2.809
H -2.600 0.743 0.329
H -1.545 0.453 1.861
H -1.264 2.002 1.087
H 3.278 0.902 1.543
H 4.338 -0.631 1.410
H 2.674 -0.575 2.209
*
```

Results of the Löwdin charge analysis, in e, for atoms 1 through 5: atom 1 (C): 0.088, atom 2 (C): -0.241, atom 3 (C): -0.020, atom 4 (C): 0.034, atom 5 (C): -0.018

DFT (the ωB97M-V functional and the def2-TZVPD basis) results for the ion CH3NO3P with charge -1.

## Properties
Kohn-Sham gap (alpha / beta): 0.2590 / 0.2590 Eh
relative energy (zero: lowest compared OMol25 entry of this formula, charge and spin): 78.7 kcal per mole
highest occupied orbital energy (alpha / beta): -3.06 / -3.06 eV
SMILES string: N=[P@]([O-])(O)C=O
lowest unoccupied orbital energy (alpha / beta): 4.0 / 4.0 eV

Structure (ORCA input):
```
! RIJCOSX wB97M-V def2-TZVPD def2/J DEFGRID3
* xyz -1 1
C -0.014 1.158 0.626
N 0.499 -1.071 -0.538
O -2.182 -0.449 0.806
O 0.670 1.969 0.056
O -1.775 0.530 -1.447
P -1.134 0.030 -0.066
H 0.111 0.667 1.632
H 0.944 -1.263 0.340
H -1.095 1.073 -1.820
*
```

Results of the Löwdin charge analysis, in e, for atoms 1 through 5: atom 1 (C): -0.463, atom 2 (N): -0.247, atom 3 (O): -0.370, atom 4 (O): -0.070, atom 5 (O): -0.177

DFT (the ωB97M-V functional and the def2-TZVPD basis) results for a structure of composition C33H24AsBiCl4NO3P.

## Properties
Kohn-Sham gap: 0.2671 Eh
relative energy (zero: lowest compared OMol25 entry of this formula, charge and spin): 0.0 kcal per mole
highest occupied orbital energy: -7.90 eV
lowest unoccupied orbital energy: -0.6 eV

Structure (ORCA input):
```
! RIJCOSX wB97M-V def2-TZVPD def2/J DEFGRID3
* xyz 0 1
Bi 3.571 1.230 -1.294
Cl 2.891 1.316 5.606
C 2.821 1.793 3.951
C 2.134 2.943 3.580
Cl 1.373 3.927 4.772
C 2.049 3.298 2.231
Cl 1.173 4.697 1.727
C 2.661 2.524 1.249
O 2.605 2.804 -0.040
C 3.396 1.382 1.639
O 4.012 0.665 0.686
C 3.456 1.017 2.975
Cl 4.331 -0.409 3.393
O 4.941 -2.889 -0.828
C 4.632 -1.854 -1.289
N 4.326 -0.813 -1.805
C -0.085 0.537 -0.140
C -0.534 1.933 -0.553
As -2.331 2.486 0.084
C -3.295 1.034 -0.816
C -3.815 1.324 -2.076
C -4.427 0.340 -2.839
C -4.531 -0.954 -2.347
C -4.030 -1.253 -1.088
C -3.420 -0.265 -0.325
C -2.314 1.784 1.904
C -3.511 1.364 2.482
C -3.544 0.939 3.802
C -2.383 0.938 4.564
C -1.193 1.378 4.006
C -1.163 1.804 2.684
P 1.258 -0.191 -1.129
C 0.645 -0.517 -2.795
C 1.577 -0.833 -3.786
C 1.150 -1.121 -5.073
C -0.204 -1.091 -5.377
C -1.132 -0.781 -4.393
C -0.714 -0.498 -3.101
C 1.577 -1.782 -0.344
C 1.463 -2.978 -1.049
C 1.730 -4.179 -0.412
C 2.118 -4.190 0.920
C 2.238 -3.000 1.622
C 1.971 -1.795 0.993
H -0.900 -0.191 -0.158
H 0.296 0.538 0.883
H -0.614 2.025 -1.640
H 0.186 2.683 -0.228
H -3.741 2.334 -2.465
H -4.830 0.585 -3.814
H -5.010 -1.724 -2.938
H -4.114 -2.258 -0.695
H -3.043 -0.513 0.660
H -4.424 1.361 1.898
H -4.479 0.610 4.237
H -2.409 0.605 5.594
H -0.286 1.399 4.598
H -0.230 2.165 2.270
H 2.632 -0.895 -3.540
H 1.876 -1.372 -5.835
H -0.538 -1.312 -6.382
H -2.189 -0.761 -4.624
H -1.454 -0.264 -2.346
H 1.167 -2.973 -2.091
H 1.646 -5.107 -0.962
H 2.339 -5.129 1.409
H 2.556 -3.000 2.656
H 2.089 -0.871 1.546
*
```

Results of the Löwdin charge analysis, in e, for atoms 1 through 5: atom 1 (Bi): 1.677, atom 2 (Cl): 0.671, atom 3 (C): -0.713, atom 4 (C): -0.724, atom 5 (Cl): 0.686

DFT (the ωB97M-V functional and the def2-TZVPD basis) results for a cluster of 2 separate species, C4H14N3 in total.

## Properties
Kohn-Sham gap: 0.4125 Eh
relative energy (zero: lowest compared OMol25 entry of this formula, charge and spin): 8.2 kcal per mole
highest occupied orbital energy: -14.07 eV
lowest unoccupied orbital energy: -2.8 eV

Structure (ORCA input):
```
! RIJCOSX wB97M-V def2-TZVPD def2/J DEFGRID3
* xyz 1 1
N -0.562 2.233 -0.993
C -1.757 2.089 -0.321
N -2.023 1.032 0.322
H -0.316 1.409 -1.504
H -0.519 3.041 -1.589
H -2.405 2.965 -0.333
H -2.966 1.090 0.694
C 1.127 -1.057 0.938
C 0.862 -1.516 -0.480
C 1.498 -2.875 -0.732
N 0.542 0.304 1.174
H 0.631 -1.724 1.636
H 2.183 -1.005 1.194
H 1.266 -0.778 -1.177
H -0.229 -1.583 -0.602
H 2.585 -2.814 -0.667
H 1.146 -3.598 0.002
H 1.241 -3.239 -1.721
H 0.971 1.025 0.589
H -0.473 0.348 0.942
H 0.636 0.602 2.156
*
```

Results of the Löwdin charge analysis, in e, for atoms 1 through 5: atom 1 (N): 0.082, atom 2 (C): -0.317, atom 3 (N): 0.059, atom 4 (H): 0.087, atom 5 (H): 0.100

DFT (the ωB97M-V functional and the def2-TZVPD basis) results for a cluster of 2 separate species, CH3N2O3S in total.

## Properties
Kohn-Sham gap: 0.3122 Eh
relative energy (zero: lowest compared OMol25 entry of this formula, charge and spin): 10.0 kcal per mole
highest occupied orbital energy: -4.72 eV
lowest unoccupied orbital energy: 3.8 eV

Structure (ORCA input):
```
! RIJCOSX wB97M-V def2-TZVPD def2/J DEFGRID3
* xyz -1 1
C 0.809 1.090 2.254
N -0.883 -0.450 -0.426
N 0.024 1.095 1.361
O 0.277 -2.042 -2.248
O 1.647 1.298 3.040
O 0.418 0.456 -2.337
S 0.631 -0.808 -1.561
H -1.502 0.174 -0.719
H -0.266 0.348 0.516
H -1.153 -1.161 0.119
*
```

Results of the Löwdin charge analysis, in e, for atoms 1 through 5: atom 1 (C): -0.521, atom 2 (N): -0.133, atom 3 (N): 0.120, atom 4 (O): -0.553, atom 5 (O): 0.049

DFT (the ωB97M-V functional and the def2-TZVPD basis) results for a structure of composition C7H17NO.

## Properties
Kohn-Sham gap: 0.2933 Eh
relative energy (zero: lowest compared OMol25 entry of this formula, charge and spin): 131.6 kcal per mole
highest occupied orbital energy: -7.03 eV
lowest unoccupied orbital energy: 0.9 eV

Structure (ORCA input):
```
! RIJCOSX wB97M-V def2-TZVPD def2/J DEFGRID3
* xyz 0 1
C 0.178 0.581 0.266
C -1.837 0.310 0.042
C 0.298 -0.762 -0.160
C 2.814 -0.619 1.252
C 0.651 1.711 -0.593
C -2.458 -0.585 1.092
C -2.319 0.043 -1.366
N 2.206 -1.002 -0.004
O 2.921 -0.239 -1.013
H 3.020 -0.884 -1.726
H 0.276 0.748 1.337
H -2.004 1.357 0.302
H 0.197 -0.970 -1.221
H 0.005 -1.546 0.529
H 2.219 -1.031 2.072
H 3.828 -1.037 1.342
H 2.903 0.469 1.391
H 0.204 2.662 -0.293
H 0.438 1.530 -1.649
H 1.742 1.793 -0.498
H -3.537 -0.401 1.180
H -2.338 -1.644 0.848
H -2.026 -0.408 2.082
H -3.386 0.286 -1.469
H -2.208 -1.010 -1.641
H -1.786 0.650 -2.103
*
```

Results of the Löwdin charge analysis, in e, for atoms 1 through 5: atom 1 (C): -0.264, atom 2 (C): -0.301, atom 3 (C): -0.059, atom 4 (C): -0.164, atom 5 (C): -0.080

DFT (the ωB97M-V functional and the def2-TZVPD basis) results for a structure of composition C38H18F15GeInN7S.

## Properties
Kohn-Sham gap: 0.3240 Eh
relative energy (zero: lowest compared OMol25 entry of this formula, charge and spin): 9.9 kcal per mole
highest occupied orbital energy: -11.57 eV
lowest unoccupied orbital energy: -2.8 eV

Structure (ORCA input):
```
! RIJCOSX wB97M-V def2-TZVPD def2/J DEFGRID3
* xyz 1 1
In -0.087 0.670 0.592
C 0.424 -2.331 -0.407
N -0.752 -1.580 0.079
C -1.807 -1.561 -0.965
C -2.542 -0.241 -1.094
C -3.897 -0.201 -1.359
C -4.508 1.027 -1.576
C -3.738 2.178 -1.558
C -2.393 2.062 -1.276
N -1.801 0.878 -1.036
C -1.232 -2.103 1.376
C -0.195 -1.848 2.454
C -0.103 -2.644 3.579
C 0.875 -2.360 4.520
C 1.750 -1.305 4.300
C 1.599 -0.554 3.150
N 0.641 -0.818 2.253
C 1.148 -1.534 -1.470
C 1.843 -2.139 -2.499
C 2.483 -1.338 -3.433
C 2.399 0.040 -3.317
C 1.690 0.569 -2.257
N 1.080 -0.205 -1.348
H 0.128 -3.304 -0.799
H 1.103 -2.503 0.424
H -2.514 -2.378 -0.818
H -1.317 -1.730 -1.922
H -4.468 -1.122 -1.395
H -5.575 1.088 -1.747
H -4.180 3.152 -1.712
H -1.759 2.938 -1.229
H -1.458 -3.169 1.316
H -2.146 -1.570 1.637
H -0.790 -3.473 3.713
H 0.962 -2.968 5.414
H 2.540 -1.069 5.002
H 2.252 0.282 2.920
H 1.880 -3.219 -2.569
H 3.038 -1.788 -4.248
H 2.874 0.696 -4.034
H 1.608 1.639 -2.113
F 3.646 3.875 5.012
C 2.484 3.247 5.195
C 1.642 2.953 4.132
C 0.445 2.330 4.439
F -0.419 2.036 3.456
C 0.088 1.983 5.722
F -1.063 1.369 5.980
C 0.958 2.283 6.752
F 0.640 1.960 7.995
C 2.155 2.916 6.494
F 2.976 3.199 7.499
Ge 1.924 3.551 2.293
S 1.919 2.033 0.697
C 0.575 4.951 2.081
C -0.523 4.884 1.245
F -0.742 3.816 0.456
C -1.448 5.901 1.150
F -2.486 5.802 0.324
C -1.281 7.030 1.923
F -2.156 8.018 1.845
C -0.203 7.135 2.779
F -0.056 8.224 3.521
C 0.700 6.099 2.846
F 1.725 6.223 3.699
C 3.751 4.187 2.062
C 4.779 3.303 2.358
F 4.506 2.112 2.914
C 6.097 3.583 2.086
F 7.062 2.717 2.378
C 6.412 4.789 1.490
F 7.676 5.074 1.214
C 5.420 5.692 1.173
F 5.742 6.845 0.598
C 4.104 5.379 1.450
F 3.180 6.275 1.086
N -1.792 0.827 1.856
C -2.632 1.654 2.006
N -3.491 2.503 2.308
C -4.668 2.803 1.780
N -5.690 3.103 1.323
*
```

Results of the Löwdin charge analysis, in e, for atoms 1 through 5: atom 1 (In): 0.600, atom 2 (C): -0.097, atom 3 (N): -0.202, atom 4 (C): -0.081, atom 5 (C): -0.251

What is the formula in the first record? CH2O2S